Entry 1:
Here is C40H53AsAuN5O4PS as an isolated structure from the Open Molecules 2025 dataset. Energies are from the ωB97M-V functional and the def2-TZVPD basis.

The geometry in ORCA input format:
```
! RIJCOSX wB97M-V def2-TZVPD def2/J DEFGRID3
* xyz 3 3
Au -1.15352 0.24651 -0.92760
C -4.39599 -0.42286 -0.75767
N -3.56622 0.68964 -1.25561
C -3.97641 1.93920 -0.57662
C -3.67400 0.82076 -2.70614
C -2.87728 -0.24161 -3.45669
N -1.41209 -0.14359 -3.28652
C -0.72663 -1.39158 -3.65630
C -0.81854 1.00103 -4.00133
H -5.45981 -0.22174 -0.93248
H -4.24137 -0.53958 0.31183
H -4.13521 -1.35957 -1.24481
H -4.98860 2.23568 -0.86886
H -3.29233 2.74932 -0.81875
H -3.96199 1.78641 0.50062
H -3.32646 1.81430 -2.98691
H -4.71806 0.74858 -3.02908
H -3.10540 -0.13575 -4.52081
H -3.18378 -1.24194 -3.15341
H -0.87914 -1.58781 -4.72138
H -1.12945 -2.22051 -3.08755
H 0.33912 -1.30571 -3.46359
H -0.93913 0.84744 -5.07726
H 0.24301 1.07359 -3.76957
H -1.30895 1.92649 -3.72301
C -1.33358 8.94944 0.90909
C -0.38007 9.11142 -0.27296
S -0.22996 7.65637 -1.27250
O -1.48652 6.92923 -1.28921
O 0.40430 7.99954 -2.52183
C 0.90959 6.59227 -0.40305
C 1.29862 5.48996 -1.39777
N 0.92335 4.13187 -0.94071
C -0.15584 3.45975 -1.37592
N -0.16240 2.22374 -0.85614
C 0.96133 2.11544 -0.06368
C 1.62523 3.28023 -0.11560
N 2.83050 3.60021 0.61718
O 3.19176 4.75744 0.64898
O 3.38656 2.65609 1.14765
C -1.16690 4.05807 -2.28863
H -1.57187 9.93164 1.31263
H -0.89230 8.35842 1.71413
H -2.26488 8.48254 0.59501
H 0.64143 9.37068 0.01628
H -0.72597 9.83769 -1.01241
H 0.36818 6.20819 0.46230
H 1.77926 7.16147 -0.07737
H 2.36217 5.50772 -1.58098
H 0.81153 5.63834 -2.35607
H 1.21596 1.23761 0.51079
H -1.41803 5.07666 -1.98421
H -2.07236 3.45814 -2.27758
H -0.78824 4.11532 -3.31332
C -0.25392 -1.73747 1.63555
C 0.21478 -3.02882 2.31427
As 2.13302 -3.32046 2.05869
C 2.61492 -4.89987 2.94560
C 3.97505 -5.04089 3.28117
C 4.37721 -6.15261 3.99278
C 3.44282 -7.13130 4.33196
C 2.09939 -7.00398 3.96827
C 1.68127 -5.90315 3.25235
C 3.00877 -1.84247 2.92136
C 3.53210 -0.79639 2.16294
C 4.12241 0.27936 2.81244
C 4.19309 0.29449 4.20076
C 3.66817 -0.75612 4.94987
C 3.07793 -1.84167 4.31745
P -0.80697 -1.91963 -0.10901
C -2.19467 -3.05936 -0.10739
C -3.05277 -3.08656 0.99456
C -4.17800 -3.89432 0.97953
C -4.46060 -4.67633 -0.13464
C -3.61733 -4.65081 -1.23832
C -2.49117 -3.84163 -1.23033
C 0.61997 -2.68513 -0.91358
C 0.75093 -4.06573 -1.07732
C 1.92886 -4.59302 -1.59198
C 2.98268 -3.75398 -1.93275
C 2.86768 -2.37962 -1.75028
C 1.69048 -1.84674 -1.24737
H 0.54892 -0.99737 1.62165
H -1.06435 -1.28238 2.20115
H -0.33621 -3.91087 1.99253
H 0.09872 -2.92944 3.39328
H 4.69476 -4.28169 3.00602
H 5.41455 -6.26589 4.27970
H 3.76567 -8.01315 4.87277
H 1.38706 -7.77085 4.24529
H 0.64236 -5.81221 2.96172
H 3.49471 -0.82231 1.08006
H 4.53380 1.09795 2.23240
H 4.67202 1.12490 4.70558
H 3.72683 -0.73861 6.03146
H 2.68456 -2.66154 4.90411
H -2.85606 -2.47879 1.87151
H -4.84059 -3.91121 1.83694
H -5.33998 -5.30923 -0.14122
H -3.83390 -5.26760 -2.10277
H -1.84468 -3.83138 -2.09744
H -0.05436 -4.73475 -0.80438
H 2.02299 -5.66409 -1.72530
H 3.89333 -4.17013 -2.34707
H 3.69215 -1.72651 -2.00991
H 1.59896 -0.77081 -1.11922
*
```

Energy: -142607.0093 eV
HOMO-LUMO gap (spin up / spin down): 8.78 / 5.40 eV

Entry 2:
Here is C40H53BF4N11Ti as an isolated structure in a non-equilibrium geometry from the Open Molecules 2025 dataset. Energies are from the ωB97M-V functional and the def2-TZVPD basis.

The geometry in ORCA input format:
```
! RIJCOSX wB97M-V def2-TZVPD def2/J DEFGRID3
* xyz 0 2
Ti -0.14979 0.44979 -0.79289
C 2.84333 2.86486 -0.96193
C 2.97941 1.39148 -0.80168
C 4.11543 0.65980 -0.43414
C 3.72035 -0.65784 -0.42597
N 2.42700 -0.71757 -0.77505
N 1.96165 0.55947 -0.99212
B 1.68453 -2.03417 -1.16133
N 0.51479 -1.69440 -2.19345
C 0.12051 -2.59104 -3.10811
C -0.47010 -1.93362 -4.16284
C -0.41973 -0.57989 -3.82575
C -0.81566 0.57677 -4.67876
N 0.15392 -0.43484 -2.62494
N 1.11557 -2.77298 0.04894
C 0.44367 -3.95013 0.07970
C 0.32630 -4.32966 1.38890
C 0.98732 -3.31272 2.11578
C 1.15755 -3.18891 3.59974
N 1.47174 -2.39249 1.30378
N 2.69147 -2.90887 -1.95242
C 3.52633 -2.45879 -2.92135
C 4.13063 -3.54459 -3.49718
C 3.58648 -4.65522 -2.81181
C 3.86741 -6.11151 -3.02689
N 2.71790 -4.26582 -1.89081
H 3.16653 3.16978 -1.96016
H 1.80932 3.16938 -0.82381
H 3.46254 3.37872 -0.22678
H 5.09272 1.05507 -0.20604
H 4.26750 -1.55735 -0.19099
H 0.35166 -3.63930 -2.97957
H -0.87637 -2.36374 -5.06546
H -1.61961 0.28816 -5.35364
H -1.13883 1.43624 -4.10010
H 0.04065 0.88048 -5.28350
H 0.07629 -4.42654 -0.81517
H -0.16694 -5.20771 1.77732
H 2.19842 -3.33718 3.89299
H 0.85340 -2.19967 3.94710
H 0.55083 -3.93349 4.11360
H 3.63057 -1.40250 -3.12957
H 4.86917 -3.54681 -4.28490
H 4.86778 -6.25857 -3.43445
H 3.78851 -6.65538 -2.08621
H 3.15453 -6.55047 -3.72824
C -2.26501 2.32792 3.96760
C -1.81470 0.89217 3.74640
N -2.13084 0.38208 2.41824
C -3.55249 0.45341 2.09244
C -4.49071 -0.35028 2.99416
C -1.54653 -0.94038 2.24625
C -1.93506 -1.62850 0.95380
N -1.73530 -0.79648 -0.25327
C -2.57121 -1.08510 -1.30681
C -2.83774 -0.05458 -2.20859
F -2.13049 1.09254 -1.96873
C -3.70601 -0.12331 -3.26221
F -3.90535 0.96214 -4.02431
C -4.36424 -1.30377 -3.53475
C -4.09612 -2.36327 -2.69241
F -4.67619 -3.54755 -2.92722
C -3.23683 -2.27411 -1.61229
F -3.00788 -3.39195 -0.90512
H -1.93820 2.95752 3.13938
H -3.35206 2.40886 4.06491
H -1.82266 2.71630 4.88853
H -0.73069 0.82729 3.85921
H -2.24902 0.25157 4.53289
H -3.84444 1.50484 2.11961
H -3.67371 0.13743 1.05682
H -4.48928 0.02710 4.01992
H -5.51492 -0.28368 2.61874
H -4.21583 -1.40784 3.02662
H -0.46053 -0.85547 2.31562
H -1.84804 -1.62313 3.06133
H -1.38763 -2.56333 0.89371
H -2.99082 -1.89062 1.03040
H -5.05008 -1.40095 -4.36551
C 2.80051 0.08626 3.03451
C 2.01925 1.31021 2.61371
C 2.29241 2.50915 3.27417
C 1.55982 3.64163 2.98890
C 1.77942 4.92282 3.75735
C 0.62097 3.61868 1.95800
C 0.40376 2.48015 1.17976
C 1.03429 1.29695 1.64066
N -0.32464 2.38342 -0.01557
C -0.95971 3.52625 -0.74894
C -0.43427 4.95873 -0.51344
C -0.74385 3.31551 -2.27921
C -2.45462 3.55861 -0.39264
H 3.85275 0.21642 2.77098
H 2.44215 -0.81868 2.55205
H 2.75471 -0.03819 4.11927
H 3.04641 2.52353 4.05659
H 2.43953 4.76355 4.61105
H 0.83340 5.32831 4.12769
H 2.23191 5.68658 3.11915
H 0.04651 4.50979 1.79725
H 0.74466 0.35763 1.15638
H 0.65499 5.02227 -0.51557
H -0.81838 5.41413 0.39355
H -0.80715 5.56581 -1.34271
H -0.07034 4.07431 -2.68144
H -1.68328 3.37930 -2.83217
H -0.28247 2.36287 -2.50952
H -2.56392 3.85967 0.65329
H -2.91698 2.58019 -0.50265
H -2.99391 4.28113 -1.01567
*
```

Energy: -93396.2107 eV
HOMO-LUMO gap (spin up / spin down): 7.11 / 7.40 eV

The energy above the lowest of the compared OMol25 structures with the same formula, charge and spin results, record by record, are as follows: 0.0, 92.9 kJ/mol.